Entry 1:
DFT (ωB97M-V/def2-TZVPD) results for a molecular structure, C30H30MgNO.

XYZ file:
```
63
Properties=species:S:1:pos:R:3:forces:R:3:lowdin_charge:R:1
C 2.350504 0.029934 0.656229 -0.232 0.516 -0.526 -0.15
C 2.372851 -0.712587 -0.551586 0.114 0.832 -0.461 -0.16
C 1.788315 0.073024 -1.574103 0.324 -0.077 0.550 -0.18
H 2.818465 -1.694991 -0.695627 -0.235 0.200 0.101 0.09
C 1.360860 1.310307 -0.993241 -0.023 -0.239 0.171 -0.25
C 1.724148 1.278021 0.396697 0.627 -0.147 -0.220 -0.25
H 1.008082 2.187548 -1.539329 0.169 -0.204 0.215 0.07
C -1.299324 -1.824867 1.317614 0.242 -0.331 -0.303 -0.19
C -0.250997 -2.608407 0.784139 -0.742 0.064 -0.195 -0.14
C -0.306622 -2.534861 -0.634373 -0.823 0.327 0.084 -0.10
H 0.442713 -3.225792 1.350096 -0.054 0.326 -0.058 0.08
C -1.385306 -1.683936 -0.993298 0.429 -0.340 0.661 -0.30
C -2.019828 -1.239607 0.233015 0.333 -0.145 -0.456 -0.21
H 1.757894 -0.172981 -2.634678 -0.141 -0.047 0.264 0.08
H 1.555289 2.084832 1.109545 0.136 -0.326 -0.220 0.08
H 2.792145 -0.274337 1.601596 -0.347 -0.003 -0.132 0.09
H -2.955907 -0.673770 0.286441 0.333 -0.270 0.132 0.10
H 0.322052 -3.077321 -1.341294 -0.046 0.320 0.287 0.10
H -1.496793 -1.631655 2.368279 0.056 -0.158 -0.302 0.08
Mg -0.481572 0.408807 0.200979 1.048 -1.049 0.392 0.69
C -1.893397 -1.341077 -2.374763 -0.135 0.384 0.238 -0.48
C -3.415104 -1.592644 -2.388880 0.004 -0.153 -0.391 -0.05
C -1.214816 -2.184396 -3.460379 -0.115 0.131 -0.004 -0.04
H -3.604494 -2.646098 -2.134288 0.076 0.294 0.079 0.09
H -3.814198 -1.373930 -3.383846 -0.069 -0.209 0.360 0.06
H -3.928096 -0.947155 -1.663324 0.099 -0.227 -0.199 0.08
H -1.353059 -3.252568 -3.243286 0.081 0.263 -0.062 0.09
H -0.139848 -1.962759 -3.524651 -0.218 -0.106 0.055 0.08
H -1.683332 -1.964217 -4.428545 0.134 -0.063 0.056 0.08
C -1.557991 0.170236 -2.620604 0.067 0.351 -0.510 -0.06
C -2.200409 0.805547 -3.851116 -0.730 -0.066 0.014 -0.44
H -0.464838 0.306037 -2.689689 -0.424 -0.167 0.238 0.09
H -1.931031 0.782223 -1.764730 0.071 -0.315 -0.396 0.13
O -3.339113 0.508492 -4.200834 0.720 0.521 -0.323 0.03
N -1.499595 1.752732 -4.568655 -0.118 0.508 0.167 0.05
C -0.345143 2.552739 -4.140670 -0.286 -0.276 0.003 -0.14
H -2.057720 2.169053 -5.306805 0.043 -0.255 0.239 0.14
C 0.977277 1.965108 -4.592130 0.312 -0.116 -0.182 -0.23
C 2.168614 2.611071 -4.236666 0.001 -0.344 -0.106 -0.06
H 2.114176 3.552883 -3.682583 0.117 -0.340 -0.082 0.12
C 3.400120 2.044862 -4.569794 -0.242 0.007 -0.115 -0.08
H 4.322095 2.546364 -4.271301 -0.247 -0.189 -0.072 0.10
C 3.447830 0.840598 -5.283363 -0.246 0.036 -0.005 -0.10
H 4.409028 0.392023 -5.537040 -0.247 0.119 0.103 0.10
C 2.260592 0.220006 -5.683946 -0.158 0.391 0.114 -0.09
H 2.273748 -0.707110 -6.257384 0.104 0.226 0.148 0.10
C 1.023419 0.792964 -5.355322 0.312 0.096 0.177 -0.05
H 0.084945 0.337083 -5.683201 0.415 0.054 0.207 0.11
H -0.347875 2.686834 -3.042350 0.003 -0.141 -0.476 0.11
H -0.461332 3.559233 -4.576216 -0.018 -0.319 0.172 0.13
C -0.576067 0.933753 2.209742 -0.169 0.059 1.940 -0.05
C -0.381084 0.712432 3.412041 -0.196 0.707 -1.899 -0.17
C -0.199892 0.499067 4.801564 0.053 -0.250 0.214 -0.27
C -1.171417 1.001973 5.684593 0.233 -0.189 0.447 -0.05
C -1.056898 0.760735 7.051809 0.241 -0.175 -0.082 -0.11
C 0.020685 0.015846 7.551334 -0.026 0.017 -0.179 -0.12
C 0.995817 -0.477252 6.672873 -0.245 0.097 -0.112 -0.11
C 0.892904 -0.245020 5.299099 -0.298 0.150 0.342 -0.04
H -2.014957 1.557769 5.271488 0.282 -0.163 0.149 0.11
H -1.818051 1.135661 7.734640 0.145 -0.064 -0.112 0.09
H 0.083181 -0.198317 8.621031 0.036 0.102 -0.327 0.09
H 1.830636 -1.065538 7.058098 -0.219 0.163 -0.073 0.09
H 1.631419 -0.647705 4.598845 -0.313 0.202 0.262 0.11
```
Forces are in eV/Å.

Values from the calculation:
**Total charge**: -1
**Total energy**: -1491.25371 Ha
**HOMO level**: -0.1432 hartree

***

Entry 2:
DFT (ωB97M-V/def2-TZVPD) results for a molecular structure, C30H30N10SSi2Ti.

XYZ file:
```
74
Properties=species:S:1:pos:R:3:forces:R:3:lowdin_charge:R:1
Ti -0.038326 -0.003824 0.237612 -0.268 0.132 -2.530 0.77
N -1.866302 2.862448 -0.136609 0.097 -0.252 0.328 0.21
C -2.575011 1.883144 0.457481 -0.281 0.248 -0.216 -0.44
N -3.842591 2.100401 0.747847 -0.091 0.214 0.010 0.20
C -4.513787 1.093876 1.326360 0.474 0.487 -0.346 -0.41
N -5.793342 1.271817 1.599890 -0.056 -0.056 -0.001 0.22
N -3.933093 -0.068392 1.696642 0.703 -0.845 0.292 0.22
C -2.658651 -0.191795 1.410844 -1.317 1.400 -0.571 -0.28
N -1.934504 0.722405 0.715807 -0.628 -0.523 0.399 0.00
C -1.856803 -1.242524 2.010894 0.678 -1.091 0.751 -0.18
C -2.376286 -2.115675 2.967482 0.096 0.396 -0.456 0.05
C -1.505950 -2.859315 3.736762 0.717 0.108 -0.162 0.01
C -0.129418 -2.659133 3.562914 -0.622 -0.138 0.236 0.00
C 0.310893 -1.815466 2.570076 0.257 0.213 -0.265 -0.11
N -0.522450 -1.153029 1.746403 -1.542 -1.807 2.609 -0.10
H -2.292984 3.771176 -0.222050 -0.008 -0.012 -0.064 0.13
H -0.859136 2.787899 -0.181058 -0.299 0.156 -0.092 0.10
H -6.227368 2.152510 1.377495 -0.034 -0.038 -0.033 0.13
H -6.316071 0.547544 2.061414 -0.028 -0.017 -0.004 0.13
H -3.444097 -2.139799 3.116653 -0.083 -0.015 -0.018 0.13
H -1.870966 -3.543689 4.484500 -0.048 -0.067 0.107 0.13
H 0.581287 -3.149261 4.209214 0.103 -0.056 -0.018 0.13
H 1.373414 -1.631865 2.413481 -0.203 -0.191 -0.015 0.12
S 5.359612 4.940083 2.000935 -0.778 -0.752 -0.210 1.12
N 4.047292 4.491355 2.811316 -0.382 0.164 0.690 -0.21
C 3.397023 3.567933 2.116739 1.133 0.480 -0.536 -0.29
C 2.169854 2.929771 2.477279 -0.568 -0.564 -0.354 -0.06
C 1.477491 3.189977 3.659110 -0.432 -0.399 -0.106 0.06
C 0.300177 2.498434 3.892992 0.410 0.300 -0.026 0.01
C -0.168325 1.605190 2.941526 -0.130 -0.121 -0.132 -0.07
N 0.453413 1.359134 1.785997 1.075 0.948 0.891 0.02
C 1.632308 1.994516 1.559737 -0.243 0.685 1.210 -0.12
C 2.297873 1.683311 0.327517 1.145 0.277 -0.890 -0.11
N 1.698428 0.770473 -0.486267 1.442 0.833 -0.232 0.00
C 2.295282 0.481484 -1.648647 -0.125 -0.237 -0.227 -0.09
C 3.484173 1.061741 -2.063703 0.280 0.375 0.308 0.03
C 4.113093 1.987179 -1.246534 -0.413 -0.459 -0.277 0.08
C 3.517403 2.310559 -0.028466 -0.912 -0.623 0.009 -0.06
C 4.055915 3.264744 0.889053 0.330 0.881 0.946 -0.29
N 5.162392 3.978678 0.730084 0.319 -0.211 -0.682 -0.20
H 1.868319 3.910351 4.358775 0.060 0.089 0.121 0.14
H -0.258844 2.651899 4.801078 -0.089 -0.001 0.082 0.13
H -1.092834 1.068974 3.127550 0.083 0.045 -0.077 0.12
H 1.805999 -0.247711 -2.284123 -0.089 -0.019 0.057 0.10
H 3.902877 0.786425 -3.017866 0.012 -0.061 -0.083 0.13
H 5.039369 2.460426 -1.526327 0.158 0.082 -0.062 0.14
C -3.068366 -0.280269 -2.165135 0.790 0.081 0.175 -0.19
Si -1.159165 -0.011468 -2.161640 -0.241 -0.204 -0.646 0.64
C -0.856814 1.674305 -3.067868 -0.087 -0.574 0.378 -0.20
C -0.281325 -1.385607 -3.165453 -0.391 0.640 0.477 -0.35
C -0.339114 -1.383096 -4.553573 0.008 -0.016 -0.068 -0.09
C 0.311295 -2.355226 -5.292717 -0.054 0.028 -0.079 -0.06
C 1.021942 -3.351101 -4.644285 0.077 -0.148 0.009 -0.06
C 1.078660 -3.371436 -3.261405 0.004 0.053 -0.110 -0.09
C 0.436038 -2.390953 -2.514975 0.086 -0.142 0.916 -0.35
Si 0.554506 -2.464327 -0.607093 0.062 -0.223 -0.687 0.65
C -0.484020 -3.950942 0.033084 0.358 0.751 -0.099 -0.18
C 2.426165 -2.730419 -0.149168 -0.714 0.139 -0.034 -0.19
H -3.414661 -0.438767 -3.184963 0.046 -0.030 -0.128 0.04
H -3.587991 0.597544 -1.784621 -0.056 0.122 0.052 0.01
H -3.377414 -1.143568 -1.576426 0.027 -0.094 0.031 0.02
H -1.100728 1.564899 -4.122284 -0.034 -0.142 -0.161 0.03
H 0.173534 2.020482 -3.022151 0.176 0.003 0.046 0.01
H -1.497703 2.464096 -2.687958 -0.087 0.037 0.109 0.01
H -0.900585 -0.614749 -5.059248 -0.085 0.144 -0.212 0.10
H 0.259976 -2.335795 -6.370140 0.008 -0.026 -0.120 0.11
H 1.528120 -4.115330 -5.211065 0.071 -0.097 -0.121 0.11
H 1.631213 -4.147584 -2.755106 0.144 -0.216 -0.005 0.11
H -0.194800 -4.841800 -0.520634 0.082 -0.063 -0.128 0.04
H -1.550563 -3.802526 -0.124755 -0.092 0.062 -0.082 0.03
H -0.323582 -4.161677 1.087525 0.058 0.000 0.134 0.01
H 2.636174 -3.795486 -0.073624 -0.029 -0.155 0.029 0.04
H 2.735382 -2.280103 0.794217 0.013 0.009 0.078 0.00
H 3.077081 -2.333476 -0.926345 -0.043 0.103 -0.112 0.02
```
Forces are in eV/Å.

Values from the calculation:
**Total charge**: +2
**Total energy**: -3535.09563 Ha
**HOMO level**: -0.4809 hartree

***

Entry 3:
DFT (ωB97M-V/def2-TZVPD) results for a molecular structure, C30H30N6O3S2Zr.

XYZ file:
```
72
Properties=species:S:1:pos:R:3:forces:R:3:lowdin_charge:R:1
Zr -1.645893 -1.437085 -0.175374 -0.336 -0.443 -1.068 1.62
C -2.285855 -4.109179 -0.642336 -0.047 0.002 0.082 -0.10
C -0.893505 -4.158999 -0.517068 -0.040 -0.051 0.055 -0.09
C -0.081185 -3.556295 -1.474596 -0.014 0.019 0.048 -0.07
C -0.658569 -2.902999 -2.564522 0.029 0.101 0.018 -0.09
C -2.040644 -2.819547 -2.672625 -0.136 0.043 0.015 -0.13
C -2.859118 -3.414652 -1.703660 -0.075 0.004 -0.022 -0.15
H -2.918956 -4.583408 0.095070 0.044 0.019 -0.019 0.13
H -0.448065 -4.683525 0.318214 0.001 0.027 -0.025 0.13
H 0.995687 -3.594683 -1.373922 -0.013 0.033 0.009 0.14
H -0.030525 -2.439890 -3.311929 0.006 0.019 0.034 0.13
H -2.491984 -2.294986 -3.503623 0.028 0.007 0.013 0.12
H -3.937207 -3.361617 -1.796589 0.026 0.000 -0.005 0.13
C 2.014354 -2.506270 4.279971 -0.079 -0.016 -0.147 0.02
N 0.732270 -2.509343 3.555801 0.183 0.046 -0.020 -0.03
C -0.388265 -2.938355 4.173810 -0.110 -0.047 0.005 0.00
C -1.616700 -2.949354 3.584364 0.248 0.045 0.002 0.05
C -1.637063 -2.480307 2.258456 -0.318 0.033 -0.087 -0.49
O -2.680683 -2.371492 1.497903 0.195 0.056 0.268 -0.18
N -0.517266 -2.078399 1.628711 0.384 0.206 0.258 0.03
C 0.718256 -2.016147 2.240756 -0.240 -0.156 0.086 -0.48
O 1.709885 -1.588900 1.699631 0.099 0.030 -0.058 0.08
H 2.046700 -3.381973 4.922158 0.055 0.032 0.036 0.10
H 2.109029 -1.596985 4.870266 0.028 -0.004 0.015 0.11
H 2.816354 -2.546183 3.549543 -0.008 -0.018 0.057 0.10
H -0.241407 -3.280402 5.190766 -0.045 0.003 -0.008 0.15
H -2.502490 -3.287185 4.093904 -0.042 -0.008 -0.009 0.13
N 0.272460 1.188185 1.328239 0.012 -0.030 0.024 0.19
C -0.972842 1.146234 1.824020 0.074 0.121 0.098 -0.35
C -1.254089 1.907064 2.990782 0.045 -0.084 -0.153 0.00
C -2.496744 1.888368 3.539310 -0.101 -0.022 0.021 -0.03
C -3.508223 1.127221 2.919353 0.198 0.195 -0.002 -0.04
C -3.180442 0.444185 1.794281 -0.221 -0.256 -0.304 -0.17
N -1.932102 0.405034 1.219784 -0.084 -0.035 0.445 -0.04
H 0.991185 1.639037 1.868021 0.000 0.003 -0.030 0.13
H 0.560286 0.603356 0.556388 -0.006 -0.012 0.012 0.03
H -0.453353 2.486241 3.428676 0.018 0.016 0.005 0.12
H -2.697168 2.458089 4.436762 -0.043 -0.010 0.010 0.13
H -4.513049 1.081950 3.308132 -0.030 0.006 0.010 0.12
H -3.935882 -0.142412 1.285806 0.085 0.021 0.075 0.08
C -5.718135 2.151013 -1.141578 0.140 -0.003 -0.072 0.01
N -4.271116 2.348013 -1.236669 0.084 0.065 0.002 -0.10
C -3.644618 3.580957 -1.219653 0.070 -0.033 -0.024 -0.01
C -2.314283 3.359231 -1.312332 -0.059 -0.003 0.005 -0.02
N -2.149895 1.995317 -1.389887 -0.203 0.005 0.015 0.09
C -3.342592 1.389417 -1.335733 -0.088 -0.299 0.073 -0.68
S -3.665567 -0.318251 -1.427055 0.316 0.190 -0.008 0.69
H -6.203012 2.953633 -1.689989 -0.056 -0.018 0.034 0.11
H -6.024651 2.166427 -0.097897 -0.027 -0.003 -0.008 0.11
H -5.973007 1.197267 -1.593459 -0.038 0.009 0.022 0.07
H -4.207618 4.493854 -1.160413 0.007 0.058 0.009 0.14
H -1.482442 4.037753 -1.344122 0.006 0.049 0.005 0.13
H -1.275944 1.478077 -1.435006 0.084 0.011 -0.080 0.09
C 8.167777 3.703751 -2.188823 -0.086 -0.102 -0.051 -0.06
C 6.846555 3.009521 -1.984438 0.186 0.188 -0.085 -0.72
O 6.117228 3.215659 -1.059454 -0.115 -0.131 0.049 0.04
S 6.459725 1.861683 -3.326106 0.063 0.005 0.067 1.04
C 4.868399 1.307682 -2.805322 -0.154 -0.021 0.005 -0.52
C 3.779903 1.493029 -3.653773 0.018 0.002 -0.021 -0.07
C 2.521111 1.056041 -3.283084 0.108 0.004 0.018 -0.02
C 2.349522 0.443768 -2.041152 -0.134 -0.075 0.103 -0.25
C 3.439486 0.252930 -1.185534 0.009 0.030 -0.044 -0.01
C 4.693953 0.676794 -1.575115 0.055 0.028 0.003 -0.06
C 1.057756 0.008598 -1.614733 -0.020 0.074 -0.246 -0.09
C -0.050091 -0.358185 -1.244491 0.028 0.042 0.454 -0.19
H 8.727253 3.655796 -1.256871 0.021 0.037 0.016 0.10
H 7.960034 4.749229 -2.417000 0.025 0.023 0.023 0.10
H 8.751452 3.271330 -2.998700 -0.014 -0.019 -0.001 0.07
H 3.924701 1.988801 -4.603696 -0.004 0.005 -0.020 0.11
H 1.677159 1.196530 -3.943878 -0.027 0.004 -0.011 0.12
H 3.290535 -0.237063 -0.231621 0.016 -0.013 0.015 0.11
H 5.543229 0.527004 -0.925051 0.019 -0.004 0.014 0.12
```
Forces are in eV/Å.

Values from the calculation:
**Total charge**: +2
**Energy relative to the best compared isomer or geometry (same formula, charge and spin)**: 1.83 kcal/mol
**Total energy**: -2558.54006 Ha
**HOMO level**: -0.4702 hartree